Record 1
DFT (ωB97M-V with the def2-TZVPD basis set) results for C4H13N3 in the gas phase.

Its HOMO energy is -0.334 Eh. For the energy above the lowest of the compared OMol25 structures with the same formula, charge and spin, the calculation gives 0.506 eV. The calculation puts the orbital gap at 0.37303 Ha. The calculation puts the molar mass at 103.17 g/mol. The multiplicity is 1. Its total energy is -8828.907 eV.

Element x y z (Å)
H1 2.04 0.56 -1.11
N1 2.49 1.07 1.12
H2 0.41 1.37 1.79
C1 0.48 0.09 0.06
H3 0.86 2.13 0.35
N2 -2.37 -1.82 -0.06
H4 0.73 -0.88 0.50
H5 -1.14 1.24 -0.51
H6 -1.50 0.29 0.93
C2 -1.04 0.25 -0.05
H7 2.66 0.43 1.88
C3 -1.69 -0.81 -0.92
H8 2.84 1.97 1.45
N3 1.11 0.16 -1.28
C4 1.05 1.20 0.91
H9 -1.67 -2.43 0.34
H10 1.31 -0.76 -1.64
H11 -3.04 -2.37 -0.57
H12 -2.48 -0.37 -1.52
H13 -1.03 -1.31 -1.63

Record 2
DFT (ωB97M-V with the def2-TZVPD basis set) results for C4H13N3 in the gas phase.

Its HOMO energy is -0.311 Eh. For the energy above the lowest of the compared OMol25 structures with the same formula, charge and spin, the calculation gives 3.754 eV. The calculation puts the orbital gap at 0.35038 Ha. The calculation puts the molar mass at 103.17 g/mol. The multiplicity is 1. Its total energy is -8825.659 eV.

Element x y z (Å)
H1 2.79 0.22 -0.93
H2 1.07 -1.34 1.72
H3 -0.68 2.35 -0.30
C1 -0.56 1.84 0.62
H4 -2.88 -0.10 0.19
H5 0.29 2.27 1.09
H6 1.40 1.18 -1.34
N1 1.16 0.07 0.29
N2 -0.93 -0.30 -0.52
H7 -1.89 -1.46 0.77
C2 1.36 -1.24 0.72
H8 0.63 -1.95 0.20
C3 -2.15 -0.86 -0.04
H9 2.47 -1.50 0.72
C4 1.76 0.25 -1.04
H10 -0.98 0.33 -1.36
N3 -0.24 0.41 0.47
H11 -2.61 -1.58 -0.66
H12 1.53 -0.39 -1.88
H13 -1.54 1.79 1.30

Record 3
DFT (ωB97M-V with the def2-TZVPD basis set) results for C4H13N3 in the gas phase.

Its HOMO energy is -0.318 Eh. For the energy above the lowest of the compared OMol25 structures with the same formula, charge and spin, the calculation gives 2.446 eV. The calculation puts the orbital gap at 0.35846 Ha. The calculation puts the molar mass at 103.17 g/mol. The multiplicity is 1. Its total energy is -8826.967 eV.

Element x y z (Å)
C1 0.51 -0.93 -1.90
N1 -0.75 1.84 0.31
H1 -0.48 2.24 1.26
H2 0.10 -1.03 -2.93
C2 -0.17 -0.09 1.25
N2 0.32 0.63 2.64
C3 -0.34 0.13 -1.25
H3 1.14 1.22 0.04
H4 -0.86 2.56 -0.46
H5 1.20 -2.68 -0.91
H6 -1.35 -0.14 1.34
H7 1.32 0.78 2.85
H8 -1.36 -0.31 -1.45
N3 0.30 -2.28 -1.33
H9 -0.45 0.95 -1.93
C4 0.09 0.68 0.01
H10 -0.47 -2.14 -0.62
H11 -0.21 0.22 3.44
H12 1.64 -0.60 -1.89
H13 0.24 -1.12 1.22

Record 4
DFT (ωB97M-V with the def2-TZVPD basis set) results for 2 unconnected molecules or ions with the total composition C4H13N3.

Its HOMO energy is -0.629 Eh. For the energy above the lowest of the compared OMol25 structures with the same formula, charge and spin, the calculation gives 5.139 eV. The calculation puts the orbital gap at 0.27146 Ha. The calculation puts the molar mass at 103.17 g/mol. The multiplicity is 1. The net charge is +2. Its total energy is -8808.438 eV.

Element x y z (Å)
N1 -1.89 -1.15 1.00
H1 1.34 -0.04 -1.32
H2 1.57 2.91 -1.95
H3 1.13 2.19 -3.38
C1 0.57 -1.02 1.18
N2 0.74 -2.29 1.59
H4 1.05 -0.34 1.89
H5 0.80 -3.11 0.99
H6 0.03 2.86 -2.36
H7 -2.47 -0.31 0.93
H8 -2.39 -1.96 0.61
C2 -0.56 0.63 -0.28
C3 0.89 0.64 -0.60
N3 0.88 2.31 -2.40
H9 -1.73 -1.35 1.99
H10 1.63 1.19 -0.04
H11 1.01 -2.50 2.54
H12 -1.10 0.64 -1.23
H13 -0.91 1.42 0.38
C4 -0.57 -0.71 0.46